No. 1
Here is a cluster of 2 separate species, C4H16B3ClN2O5P in total in a non-equilibrium geometry from OMol25. Energies are from ωB97M-V/def2-TZVPD.

Geometry as XYZ:
```
32
C4H16B3ClN2O5P (ωB97M-V/def2-TZVPD)
N -0.44 2.33 1.32
C -1.27 1.25 1.91
B -1.45 0.06 0.89
O -1.35 -1.26 1.25
B -0.63 -1.99 0.30
C 0.69 -2.73 0.64
C 1.59 -3.07 -0.56
C 3.06 -3.21 -0.18
O 3.42 -2.25 0.81
O -1.12 -1.87 -1.01
B -1.22 -0.55 -1.39
P -0.54 -0.05 -3.17
O 0.66 0.95 -2.60
Cl -2.02 1.34 -3.61
O -1.66 0.38 -0.45
H 0.29 2.62 1.95
H -0.01 2.03 0.45
H -2.26 1.65 2.15
H -0.85 0.87 2.84
H 0.42 -3.64 1.20
H 1.22 -2.10 1.36
H 1.25 -4.01 -1.00
H 1.49 -2.30 -1.33
H 3.26 -4.22 0.18
H 3.67 -3.07 -1.08
H 4.26 -1.85 0.57
H 0.45 1.89 -2.70
N -2.18 4.57 0.25
H -1.43 3.90 0.58
H -3.06 4.30 0.70
H -1.95 5.53 0.50
H -2.28 4.49 -0.76
```

Computed properties:
**Net charge**: +1
**2S+1**: 1
**E**: -1523.9003 Ha

Formally, the Mulliken partial charges of the atoms, in units of the elementary charge, are as follows: number 1, N, carries -0.68; number 2, C, carries -0.38; number 3, B, carries 0.12; number 4, O, carries -0.31; number 5, B, carries 0.28; number 6, C, carries -0.65; number 7, C, carries -0.15; number 8, C, carries -0.59; number 9, O, carries -0.53; number 10, O, carries -0.20; number 11, B, carries 0.57; number 12, P, carries 0.01; number 13, O, carries -0.46; number 14, Cl, carries -0.29; number 15, O, carries -0.11; number 16, H, carries 0.23; number 17, H, carries 0.26; number 18, H, carries 0.21; number 19, H, carries 0.27; number 20, H, carries 0.38; number 21, H, carries 0.29; number 22, H, carries 0.30; number 23, H, carries 0.09; number 24, H, carries 0.26; number 25, H, carries 0.41; number 26, H, carries 0.32; number 27, H, carries 0.28; number 28, N, carries -0.41; number 29, H, carries 0.30; number 30, H, carries 0.37; number 31, H, carries 0.42; number 32, H, carries 0.39

---

No. 2
Here is a structure of composition C4H16ClCuN8O4 in a non-equilibrium geometry from OMol25. Energies are from ωB97M-V/def2-TZVPD.

Geometry as XYZ:
```
34
C4H16ClCuN8O4 (ωB97M-V/def2-TZVPD)
Cu -1.22 -4.49 0.44
Cl -0.55 -2.29 -0.50
C 2.71 -1.46 1.81
O 1.68 -1.05 2.36
N 3.90 -1.38 2.42
N 2.74 -2.02 0.57
H 4.15 -0.90 3.27
H 4.74 -1.65 1.94
H 3.59 -2.52 0.38
H 2.02 -2.13 -0.12
C 0.97 1.83 0.35
O 2.22 1.70 0.13
N 0.35 2.98 0.10
N 0.19 0.79 0.63
H -0.66 3.03 -0.02
H 0.85 3.85 -0.04
H 0.50 -0.16 0.81
H -0.77 1.07 0.79
C -3.08 0.87 1.16
O -2.52 1.71 0.44
N -4.15 1.15 1.94
N -2.59 -0.39 1.27
H -4.66 2.01 1.86
H -4.52 0.45 2.55
H -1.76 -0.44 0.71
H -2.91 -1.14 1.84
C -0.30 0.28 -3.88
O -0.39 0.54 -5.07
N -1.03 -0.70 -3.27
N 0.71 0.78 -3.10
H -1.59 -1.32 -3.83
H -0.85 -0.99 -2.33
H 0.90 0.57 -2.14
H 1.33 1.46 -3.50
```

Computed properties:
**Net charge**: +1
**2S+1**: 2
**E**: -3001.5138 Ha
**Energy above the lowest of the compared OMol25 structures with the same formula, charge and spin**: 16.07 kcal/mol

Formally, the Mulliken partial charges of the atoms, in units of the elementary charge, are as follows: number 1, Cu, carries 0.65; number 2, Cl, carries -0.69; number 3, C, carries 0.71; number 4, O, carries -0.68; number 5, N, carries -0.43; number 6, N, carries -0.26; number 7, H, carries 0.23; number 8, H, carries 0.15; number 9, H, carries 0.17; number 10, H, carries 0.14; number 11, C, carries 0.75; number 12, O, carries -0.22; number 13, N, carries -0.30; number 14, N, carries 0.17; number 15, H, carries 0.20; number 16, H, carries 0.24; number 17, H, carries 0.12; number 18, H, carries 0.00; number 19, C, carries 0.66; number 20, O, carries -0.78; number 21, N, carries -0.38; number 22, N, carries -0.27; number 23, H, carries 0.25; number 24, H, carries 0.16; number 25, H, carries 0.12; number 26, H, carries 0.17; number 27, C, carries 0.53; number 28, O, carries -0.64; number 29, N, carries -0.18; number 30, N, carries -0.25; number 31, H, carries 0.19; number 32, H, carries 0.15; number 33, H, carries 0.15; number 34, H, carries 0.19

---

No. 3
Here is a cluster of 3 separate species, C4H16N2O2 in total in a non-equilibrium geometry from OMol25. Energies are from ωB97M-V/def2-TZVPD.

Geometry as XYZ:
```
24
C4H16N2O2 (ωB97M-V/def2-TZVPD)
C 1.92 1.75 0.50
N 0.56 1.34 0.15
C 0.23 1.05 -1.22
C -0.07 -0.45 -1.44
N -1.11 -0.86 -0.48
C -1.23 -2.32 -0.32
H 2.46 0.89 0.91
H 1.87 2.59 1.18
H 2.54 1.84 -0.40
H -0.18 1.78 0.67
H -0.63 1.60 -1.59
H 1.11 1.24 -1.84
H -0.54 -0.56 -2.42
H 0.84 -1.06 -1.44
H -0.71 -0.53 0.40
H -2.01 -2.75 -0.94
H -0.32 -2.88 -0.58
H -1.42 -2.53 0.73
O -3.20 1.21 0.03
H -3.11 0.58 -0.70
H -2.75 0.74 0.74
O 2.09 -0.77 2.34
H 2.05 -1.65 2.72
H 1.61 -0.26 3.01
```

Computed properties:
**2S+1**: 1
**E**: -421.9422 Ha
**Energy above the lowest of the compared OMol25 structures with the same formula, charge and spin**: 30.88 kcal/mol

Formally, the Mulliken partial charges of the atoms, in units of the elementary charge, are as follows: number 1, C, carries -1.01; number 2, N, carries -0.10; number 3, C, carries -0.54; number 4, C, carries -0.86; number 5, N, carries -0.15; number 6, C, carries -0.99; number 7, H, carries 0.29; number 8, H, carries 0.32; number 9, H, carries 0.29; number 10, H, carries 0.24; number 11, H, carries 0.32; number 12, H, carries 0.30; number 13, H, carries 0.34; number 14, H, carries 0.41; number 15, H, carries 0.29; number 16, H, carries 0.28; number 17, H, carries 0.29; number 18, H, carries 0.32; number 19, O, carries -0.66; number 20, H, carries 0.33; number 21, H, carries 0.31; number 22, O, carries -0.63; number 23, H, carries 0.30; number 24, H, carries 0.30

---

No. 4
Here is a cluster of 3 separate species, C4H16N2O2 in total from OMol25. Energies are from ωB97M-V/def2-TZVPD.

Geometry as XYZ:
```
24
C4H16N2O2 (ωB97M-V/def2-TZVPD)
C 1.44 -1.58 -0.89
C 0.32 -0.55 -0.63
N -1.00 -0.97 -1.10
C 0.38 -0.13 0.86
C -0.16 1.26 1.12
N -1.55 1.39 0.72
H 2.44 -1.18 -0.70
H 1.38 -2.40 -0.17
H 1.40 -1.91 -1.92
H 0.58 0.32 -1.24
H -1.23 -1.92 -0.83
H -1.09 -0.87 -2.10
H 1.44 -0.21 1.11
H -0.15 -0.81 1.52
H -0.05 1.43 2.20
H 0.47 2.01 0.62
H -1.82 0.80 -0.07
H -1.78 2.35 0.52
O 1.31 3.68 -0.83
H 1.60 3.70 -1.75
H 0.54 3.11 -0.76
O -1.49 -2.85 1.64
H -0.91 -2.58 0.92
H -2.08 -2.09 1.76
```

Computed properties:
**2S+1**: 1
**E**: -421.9713 Ha
**Energy above the lowest of the compared OMol25 structures with the same formula, charge and spin**: 12.65 kcal/mol

Formally, the Mulliken partial charges of the atoms, in units of the elementary charge, are as follows: number 1, C, carries -1.58; number 2, C, carries 0.25; number 3, N, carries -0.47; number 4, C, carries -0.51; number 5, C, carries -0.24; number 6, N, carries -0.63; number 7, H, carries 0.42; number 8, H, carries 0.30; number 9, H, carries 0.42; number 10, H, carries 0.27; number 11, H, carries 0.22; number 12, H, carries 0.24; number 13, H, carries 0.36; number 14, H, carries 0.20; number 15, H, carries 0.29; number 16, H, carries -0.02; number 17, H, carries 0.31; number 18, H, carries 0.24; number 19, O, carries -0.64; number 20, H, carries 0.32; number 21, H, carries 0.32; number 22, O, carries -0.67; number 23, H, carries 0.23; number 24, H, carries 0.38